[1]
22
Properties=species:S:1:pos:R:3:forces:R:3 method="wB97M-V/def2-TZVPD" e_homo_ha=-0.2665 orbital_gap_ev=8.09 relative_energy_kj_mol=682.52 e_lumo_ev=0.84 multiplicity=1
C 0.674962 0.796799 -0.825863 0.03 2.59 2.22
C 0.019910 -0.108249 -1.725939 -2.14 0.81 -1.96
C -1.670751 -0.152938 0.132308 -1.85 1.02 2.10
C 0.142161 -1.736599 0.138505 -0.19 -0.51 1.59
C -0.912988 0.832905 1.126407 0.77 -0.83 0.72
C 0.990480 -0.723303 1.028849 -4.91 1.32 0.74
C -0.850469 -0.994250 -0.776593 1.45 -0.03 -1.16
C 0.480802 0.682655 0.618856 1.53 -0.56 -0.90
N 2.324405 2.591601 -0.540967 1.94 2.13 -0.22
N 1.391481 1.796310 -0.459621 -2.85 -2.49 1.65
H -0.700579 0.428319 -2.516267 1.88 -1.21 1.34
H 0.835047 -0.662229 -2.122171 0.17 -1.03 -1.48
H -2.025573 -0.878288 0.865560 -1.34 0.05 -0.42
H -2.434616 0.551598 -0.287668 0.21 -1.47 -0.16
H 0.837424 -2.203823 -0.509142 0.63 -1.16 -0.50
H -0.351217 -2.507547 0.869997 0.76 1.30 -1.66
H -1.408943 1.785160 1.002294 0.28 0.41 0.46
H -0.881557 0.436365 2.239757 -0.62 1.12 -2.15
H 0.644701 -0.855366 2.068205 0.85 -0.21 -0.18
H 1.989056 -0.708158 0.921306 3.53 -0.74 -0.35
H -1.407016 -1.688056 -1.463375 0.16 0.54 1.10
H 2.313280 3.317092 0.215563 -0.30 -1.03 -0.77

=====

[2]
27
Properties=species:S:1:pos:R:3:forces:R:3 method="wB97M-V/def2-TZVPD" e_homo_ha=-0.3190 orbital_gap_ev=9.04 relative_energy_kj_mol=297.30 e_lumo_ev=0.36 multiplicity=1
C 0.735520 -1.107983 0.898345 -0.20 0.43 -1.84
C -1.449493 -0.301704 -0.136604 1.00 0.78 0.64
C 0.628494 -0.367060 -1.653389 0.43 1.34 0.72
C 2.110070 -0.002999 -1.855897 -0.05 1.32 2.12
C 0.901827 2.248153 -2.814936 -1.10 1.14 -2.71
C 0.055286 -0.138629 -0.176846 0.58 -1.75 -1.03
C 1.294602 -1.194219 3.260020 -0.05 1.93 2.27
C -3.406525 0.341671 1.015644 0.69 -0.69 1.69
N 0.340658 2.675266 -3.771399 -0.53 -0.80 1.78
N 0.677342 -0.551974 2.087541 0.65 0.72 2.62
O 1.351925 -2.124765 0.698460 0.23 -0.44 -1.01
O -2.044199 -1.010792 -0.880452 -0.93 -0.10 -0.02
O -0.561089 3.047397 -4.476262 0.26 0.29 -0.45
O -1.974573 0.497170 0.887700 -0.02 0.06 -1.98
S 2.236779 1.868794 -1.968734 1.75 -0.83 1.38
H 0.143501 0.278101 -2.418662 -0.51 -0.75 0.78
H 0.488520 -1.379407 -1.914309 -0.34 -1.20 -0.23
H 2.762091 -0.215231 -0.988247 -0.52 0.04 -0.09
H 2.668702 -0.397981 -2.667506 -0.29 -0.54 -1.14
H 0.221756 0.809739 0.257456 0.60 1.29 -0.16
H 1.340054 -0.372444 4.144846 0.10 -1.63 -2.20
H 0.497158 -1.845116 3.623542 0.88 -0.92 0.24
H 2.357791 -1.608244 3.157612 -2.02 0.40 -0.32
H -4.055681 1.157860 1.267514 0.72 1.58 -0.40
H -3.388883 -0.178488 1.963723 -1.07 -1.20 -0.14
H -3.794109 -0.119118 0.139816 -0.35 -0.91 -0.27
H -0.137523 -0.007997 2.321022 0.11 0.44 -0.23

=====

[3]
24
Properties=species:S:1:pos:R:3:forces:R:3 method="wB97M-V/def2-TZVPD" smiles="CCNC(=S)NCc1ccco1" e_homo_ha=-0.2919 orbital_gap_ev=8.62 relative_energy_kj_mol=546.21 e_lumo_ev=0.68 multiplicity=1
C 2.462239 -1.220643 0.063686 -0.38 -2.29 0.42
C 0.881744 -1.824542 0.011242 2.14 2.51 3.61
N 0.484383 -1.743709 -1.303296 -4.82 4.92 -0.79
C 0.031440 -0.462361 -1.844806 1.81 -2.53 0.25
S 0.620532 -0.140770 -3.372362 -0.62 0.54 0.16
N -0.723785 0.388047 -1.087500 0.96 -3.81 1.98
C -1.579467 0.040345 0.123330 0.53 -0.46 -2.13
C -1.141209 0.574543 1.450726 -0.64 3.03 -3.98
C -0.840939 -0.005414 2.581583 -0.02 0.56 0.73
C -0.450394 1.038405 3.391455 2.55 3.55 3.39
C -0.430161 2.268420 2.740987 1.67 -1.74 0.71
O -0.869570 1.956975 1.467161 -0.24 -0.19 0.11
H 2.867692 -1.738631 -0.998841 -0.56 2.63 2.56
H 2.434357 0.067883 0.370917 0.53 -4.34 -1.46
H 3.053749 -1.940705 0.830906 -1.19 2.36 -1.21
H 0.760181 -2.895097 0.154781 0.69 -0.08 1.47
H 0.312906 -1.115288 0.835485 1.29 -2.46 -2.54
H 0.994585 -2.306113 -1.905006 0.88 -0.65 -1.67
H -0.809884 1.222931 -1.535820 -0.69 2.85 -1.11
H -2.582724 0.164355 -0.288209 -0.30 0.89 0.94
H -1.554206 -1.035777 0.174821 0.19 -0.42 0.21
H -0.754851 -1.017153 2.737016 -0.24 -2.03 0.60
H 0.069361 1.049131 4.373890 -0.82 -0.68 -0.62
H 0.313195 3.178115 3.096933 -2.73 -2.16 -1.64

=====

[4]
23
Properties=species:S:1:pos:R:3:forces:R:3 method="wB97M-V/def2-TZVPD" smiles="C=C(S)n1cccn1.C=CC" e_homo_ha=-0.3294 orbital_gap_ev=9.59 relative_energy_kj_mol=325.50 e_lumo_ev=0.62 multiplicity=1
C -1.974732 0.267549 -2.423921 0.81 1.32 -0.58
C -1.431428 -0.667630 -1.702322 0.19 -1.15 1.27
S -2.324660 -1.922128 -0.813063 -0.27 -0.36 -0.80
N -0.035629 -0.672362 -1.571310 1.81 -2.00 0.91
C 0.803620 -1.489744 -0.839911 -3.16 -1.40 0.29
C 2.049605 -1.053330 -0.911681 3.09 2.09 0.85
C 1.918346 0.148939 -1.728360 1.18 -1.76 -0.64
N 0.693573 0.209200 -2.177545 0.46 3.34 -1.08
H -3.054217 0.285970 -2.416741 0.10 0.62 -0.58
H -1.124798 0.938722 -2.813019 -2.27 -0.51 -0.05
H -2.082456 -1.535376 0.429688 0.27 0.36 0.40
H 0.312358 -2.360802 -0.467986 0.29 -0.37 0.73
H 2.963077 -1.328144 -0.285162 -1.60 0.07 -1.30
H 2.732276 0.732780 -2.202132 -0.85 -0.24 0.63
C -0.444762 0.233909 3.277721 1.10 -0.23 0.02
C -0.532044 0.903105 2.161616 0.42 1.01 -1.59
C 0.699434 1.614868 1.537336 -1.26 -0.68 -2.18
H 0.498213 0.005719 3.695244 1.24 0.53 0.63
H -1.173156 -0.263795 3.810075 -2.10 -0.98 0.47
H -1.442716 0.828832 1.535887 0.30 0.71 0.64
H 1.602090 1.079834 1.859551 -0.05 0.72 0.35
H 0.732669 2.788357 1.629659 -0.08 -2.53 -0.17
H 0.615338 1.255530 0.416375 0.37 1.42 1.79